{"formula": "C4H13NO3", "method": "ωB97M-V/def2-TZVPD", "mol_weight_g_mol": 123.15, "lumo_ha": 0.026, "homo_ev": -9.70, "e_above_lowest_kcal_mol": 44.5, "smiles": "OCCCNCO.O", "e_tot_ha": -440.64422, "species": ["O", "C", "O", "H", "H", "C", "O", "H", "H", "C", "N", "H", "H", "H", "H", "H", "H", "H", "H", "C", "H"], "xyz": [[1.60084, -2.78497, 1.21481], [0.18560, 0.20420, -0.83851], [-2.41384, 1.98497, -0.77220], [0.89647, -2.10953, 1.26029], [0.55223, 1.22640, -0.79269], [-2.39088, 0.55864, -0.74725], [2.47838, 0.39577, 0.69516], [2.09736, -2.52273, 0.43569], [-1.33756, -1.04858, -1.69182], [-1.16762, 0.01184, -1.47057], [0.24425, -0.35283, 0.56321], [-3.26282, 0.22042, -1.30852], [-2.44684, 0.16811, 0.26643], [1.04626, 1.48036, 1.40897], [1.27790, -0.06778, 2.31017], [2.95867, -0.44117, 0.62670], [-0.65030, -0.22106, 1.00860], [-2.41085, 2.23698, -1.70346], [0.96340, -0.36090, -1.34936], [1.24232, 0.40983, 1.33542], [-1.11445, 0.39291, -2.49911]], "atomic_forces_ev_per_a": [[-0.04, 0.04, 0.32], [0.55, -0.89, 1.48], [0.13, -0.10, 0.51], [0.23, -0.20, -0.40], [-0.37, 0.39, -0.26], [0.27, 0.26, -1.32], [0.98, 0.33, -0.58], [-0.08, -0.13, -0.12], [0.05, -0.14, 0.51], [0.02, -0.60, -0.83], [0.25, 1.08, -0.59], [-0.19, -0.37, 0.25], [-0.17, 0.43, 0.15], [-0.41, 0.03, 0.11], [0.10, 0.19, 0.40], [-0.70, -0.04, 0.52], [-0.23, 0.07, 0.20], [0.01, 0.05, 0.19], [-0.19, 0.13, -0.53], [-0.06, -0.98, -0.19], [-0.15, 0.44, 0.17]]}

{"formula": "C25H45NP2Pb", "method": "ωB97M-V/def2-TZVPD", "mol_weight_g_mol": 628.79, "lumo_ha": [-0.272, -0.215], "homo_ev": [-11.80, -11.69], "total_charge": 2, "e_above_lowest_kcal_mol": 0.0, "e_tot_ha": -1909.19892, "species": ["H", "C", "H", "H", "H", "H", "C", "C", "P", "H", "H", "H", "C", "C", "H", "C", "C", "H", "H", "H", "H", "C", "H", "N", "H", "H", "H", "C", "H", "H", "C", "C", "H", "H", "C", "H", "H", "H", "C", "H", "H", "H", "C", "C", "H", "C", "H", "C", "H", "P", "H", "C", "C", "H", "C", "Pb", "H", "H", "H", "C", "H", "H", "C", "C", "H", "H", "H", "C", "H", "H", "H", "H", "C", "H"], "xyz": [[0.43169, 3.79168, -1.29126], [0.91302, -4.54516, 0.39277], [-1.29240, 2.00651, 4.79378], [-0.47321, 0.47396, 4.37081], [-4.68931, -2.10647, -1.06898], [2.29297, -1.54372, -4.31551], [-3.72144, -1.38351, 1.46195], [-3.33723, 0.85285, -1.16864], [1.47819, -2.85421, 0.85951], [0.90092, -1.96121, -3.30475], [-0.17106, -4.60714, 0.56486], [-1.68546, 1.18690, 3.26370], [-2.55126, -2.03100, -0.71348], [-0.46877, 0.50365, -3.75433], [-4.54271, -2.12181, 1.39699], [-0.30685, 3.46456, 2.02170], [3.28118, -3.01119, 0.51845], [2.33285, 3.66126, 3.72773], [1.09774, -4.69824, -0.67993], [-1.19706, 1.32101, -3.67201], [-3.67892, -2.30466, -2.48643], [-4.28184, 0.00411, 1.04988], [2.15772, 2.25019, 4.80569], [1.65829, 0.34160, 1.25809], [-3.02739, 1.79827, 0.75203], [4.18299, -0.16790, -0.51332], [0.21434, 3.78646, -3.04929], [0.16209, 3.15914, -2.14591], [1.43920, -5.30687, 0.98702], [0.49815, 3.98327, 1.48637], [1.05547, 1.98610, -2.25989], [1.27808, 1.12296, 2.04954], [-0.90728, 4.20098, 2.57168], [2.09478, -3.94219, 2.96807], [1.89838, -1.50026, -3.28717], [2.54287, -2.12692, -2.65754], [-3.09697, 1.77580, -1.72099], [3.62925, 3.55021, -1.53605], [2.34045, 1.83925, -1.67466], [-0.89396, 2.87300, -2.02161], [-1.84336, -2.74146, -1.17099], [-4.53340, 0.54178, 1.97978], [4.13961, -0.00446, -1.60111], [-2.52746, -1.87181, 0.69214], [-0.22242, 0.38209, -4.82110], [1.61112, 3.02208, 4.24954], [-5.11059, -0.07443, -1.95577], [-0.87403, 1.41293, 3.97026], [-1.76083, -2.37645, 1.29787], [0.45137, 2.27978, 3.13517], [2.01738, -2.13962, 3.10202], [2.83477, 0.55068, -2.01300], [3.06151, 2.86298, -0.88945], [-5.24501, -0.15207, 0.53773], [1.83681, -0.11552, -2.77571], [-1.25397, -0.09666, -0.44762], [3.76636, -2.08082, 0.84668], [3.77139, 2.38955, -0.19989], [3.44052, -3.12034, -0.56385], [1.53307, -3.03734, 2.69158], [4.33879, -0.95784, -2.10040], [-3.71678, -0.12343, -3.02005], [-3.77616, -1.71877, -1.55252], [-4.01888, -0.23665, -1.96409], [4.95597, 0.68420, -1.85740], [-0.95366, 2.94855, 1.29288], [-3.47927, -1.34110, 2.53890], [0.75976, 0.78775, -2.97194], [3.70247, -3.87079, 1.06022], [0.50665, -3.08747, 3.08107], [-0.96863, -0.42899, -3.43652], [2.36282, 3.46798, -0.29762], [-3.37702, 0.89260, 0.24031], [1.01363, 3.63181, 4.94402]], "atomic_forces_ev_per_a": [[0.00, -0.05, -0.20], [-0.01, 0.16, 0.03], [0.26, 0.01, -0.20], [-0.19, 0.14, 0.04], [0.44, 0.09, 0.09], [-0.10, -0.10, 0.26], [-0.24, 0.37, 0.78], [-1.51, 0.45, 1.41], [-0.09, -0.30, -0.18], [0.20, 0.02, -0.02], [0.27, -0.19, 0.00], [0.35, 0.05, 0.06], [-0.73, -1.33, 1.41], [-0.31, 0.03, -0.38], [0.39, 0.09, -0.11], [0.21, 0.25, -0.28], [-0.15, 0.25, -0.07], [-0.21, -0.15, -0.01], [-0.04, -0.06, 0.31], [0.11, -0.16, -0.09], [-0.09, 0.32, 0.47], [-0.41, -0.45, 0.57], [-0.17, 0.15, -0.06], [-0.63, 2.13, 2.06], [-0.09, -0.20, -0.40], [-0.02, 0.08, -0.20], [-0.11, -0.04, 0.23], [-0.23, 0.50, -0.08], [-0.23, 0.09, -0.28], [-0.23, -0.02, 0.00], [2.45, 0.70, 1.75], [0.52, -1.61, -1.46], [0.19, -0.20, 0.03], [-0.19, 0.33, 0.09], [0.13, -0.60, -0.41], [-0.16, 0.06, -0.18], [0.35, -0.52, 0.32], [-0.10, -0.11, 0.25], [-2.58, 1.24, -0.74], [0.15, 0.03, -0.07], [0.00, 0.54, 0.36], [0.04, -0.16, -0.40], [0.34, -0.16, -0.08], [-0.72, -1.22, -1.21], [-0.16, 0.01, 0.24], [0.20, 0.10, 0.33], [0.28, 0.17, 0.02], [0.03, -0.55, 0.21], [-0.06, 0.22, -0.57], [-0.53, 0.00, -0.79], [-0.05, -0.32, 0.05], [-0.69, -0.85, -0.44], [0.39, 0.26, 0.25], [0.39, 0.25, -0.09], [-0.90, 0.93, -0.11], [3.64, 0.79, -0.01], [0.02, -0.33, -0.08], [-0.06, 0.18, -0.07], [0.04, -0.02, 0.34], [-0.11, 0.17, -0.12], [0.01, 0.17, 0.16], [-0.10, 0.03, 0.46], [-0.30, -0.19, -0.43], [-0.09, -0.10, -0.70], [-0.13, -0.10, 0.09], [0.34, 0.08, 0.29], [0.10, -0.11, -0.50], [1.18, -2.25, 0.07], [-0.04, 0.25, -0.22], [0.28, -0.09, 0.04], [0.21, 0.17, -0.18], [0.14, 0.04, -0.06], [-1.13, 0.80, -1.49], [0.25, -0.11, -0.09]]}

{"formula": "C5H14NO2", "method": "ωB97M-V/def2-TZVPD", "mol_weight_g_mol": 120.17, "lumo_ha": 0.134, "homo_ev": -3.02, "total_charge": -1, "e_above_lowest_kcal_mol": 60.5, "e_tot_ha": -404.05810, "species": ["N", "O", "H", "C", "H", "H", "C", "C", "H", "H", "H", "H", "C", "H", "H", "H", "O", "H", "H", "C", "H", "H"], "xyz": [[1.35229, 0.88582, -0.81465], [-2.46522, 1.79646, 0.23818], [1.19553, -1.71447, 2.29166], [0.07932, -0.97458, 0.54572], [-0.57754, 0.17895, -1.22918], [0.19192, 0.02396, 1.23096], [-1.31219, -1.65112, 0.63851], [0.35220, -0.28862, -0.78672], [1.17312, 2.02656, -2.48389], [1.51526, 2.89591, -0.87611], [1.86259, 0.81415, -0.00647], [1.10172, -2.70826, 0.70615], [1.21660, -1.83172, 1.20204], [-2.13576, -0.85820, 0.39413], [-1.83644, 1.78377, -0.49753], [-1.60249, -1.76730, 1.62470], [-0.35010, 2.44253, -1.18197], [-1.52253, -2.60464, -0.04685], [0.55622, -1.03867, -1.50359], [0.86681, 2.20372, -1.44069], [-1.85842, 1.57916, 1.04777], [2.19712, -1.19340, 0.94781]], "atomic_forces_ev_per_a": [[-1.91, -3.67, -2.03], [0.52, -1.11, 3.10], [-0.46, -1.01, -0.26], [0.28, 3.20, 2.51], [0.55, -0.46, 1.01], [-1.33, -2.06, -1.00], [-1.28, 1.40, -3.12], [-0.23, 2.42, -1.02], [0.04, 0.60, -0.51], [0.96, 0.49, -0.59], [1.43, 0.79, 2.33], [0.69, -3.33, -0.66], [1.40, 5.74, -0.54], [1.51, -1.25, -0.42], [1.02, 0.57, -0.39], [-0.12, -1.29, 2.24], [-3.20, 0.79, -0.40], [0.77, 1.97, 1.58], [0.95, -1.06, -1.14], [1.72, -1.53, 1.68], [-1.61, 0.74, -2.52], [-1.69, -1.96, 0.14]]}

{"formula": "C4H6N2O2", "method": "ωB97M-V/def2-TZVPD", "mol_weight_g_mol": 114.10, "lumo_ha": 0.006, "homo_ev": -9.33, "e_above_lowest_kcal_mol": 158.2, "e_tot_ha": -415.78858, "species": ["C", "H", "C", "H", "H", "C", "O", "N", "H", "H", "H", "C", "N", "O"], "xyz": [[0.90130, 0.52981, 1.31776], [1.44191, 2.29383, 3.94082], [-1.92226, -0.59257, -2.03217], [-2.36310, 0.17938, -1.29097], [1.88109, 0.30295, 0.63376], [-0.64976, -0.96703, -1.85085], [1.38780, -0.20752, -1.51276], [-0.02939, 0.12331, 0.31419], [-0.91970, -0.57117, 0.59147], [-2.63944, -1.25080, -2.63295], [-0.00543, -1.91891, -2.24181], [0.28112, -0.39433, -0.95104], [0.72497, 1.18635, 2.45453], [1.91089, 1.28670, 3.26003]], "atomic_forces_ev_per_a": [[3.14, 0.59, -1.42], [2.58, -4.74, -2.91], [-1.03, -0.98, 1.15], [0.73, -1.08, -1.73], [-1.08, 0.79, 2.82], [-0.91, -3.74, -0.63], [-1.19, -0.21, 2.05], [-5.18, -3.33, 1.52], [2.70, 3.08, -0.10], [1.17, 1.46, 0.63], [-2.40, 2.33, 0.00], [4.94, 3.55, -0.34], [-0.16, -2.66, -2.88], [-3.31, 4.95, 1.84]]}

{"formula": "C5H5N", "method": "ωB97M-V/def2-TZVPD", "mol_weight_g_mol": 79.10, "lumo_ha": [-0.048, -0.006], "homo_ev": [-8.47, -9.25], "e_above_lowest_kcal_mol": 120.1, "e_tot_ha": -248.08370, "species": ["H", "H", "N", "H", "C", "C", "H", "C", "C", "H", "C"], "xyz": [[0.15769, 0.81654, -1.47805], [-0.38684, -1.92183, 0.16512], [2.20188, -1.04940, -0.11507], [-0.83534, 1.98131, -0.37365], [1.72025, -0.02865, 0.15634], [-0.30834, 1.05485, -0.41536], [-2.17029, -2.02158, 0.11950], [-1.22058, -0.14714, -0.14549], [-1.24950, -1.35320, 0.19518], [1.11621, 1.62389, 1.40858], [0.97486, 1.04521, 0.48290]], "atomic_forces_ev_per_a": [[-1.35, 0.92, 1.79], [2.18, -1.23, 0.54], [0.33, -0.03, -0.23], [-0.31, 0.56, -0.19], [1.26, -1.65, 0.42], [2.07, -1.79, -0.98], [0.91, 1.21, 0.44], [0.41, 4.46, -0.37], [-2.66, -3.26, -0.46], [-0.13, -0.37, -0.68], [-2.69, 1.20, -0.27]]}

{"formula": "C25H34N5O2Sn", "method": "ωB97M-V/def2-TZVPD", "mol_weight_g_mol": 555.29, "lumo_ha": [-0.313, -0.313], "homo_ev": [-14.58, -14.58], "total_charge": 3, "e_above_lowest_kcal_mol": 0.0, "e_tot_ha": -1610.63582, "species": ["H", "H", "C", "C", "H", "C", "H", "Sn", "H", "H", "N", "O", "C", "H", "C", "H", "C", "H", "C", "H", "H", "N", "H", "H", "H", "H", "C", "C", "H", "H", "C", "N", "H", "N", "C", "H", "O", "H", "H", "C", "C", "C", "C", "H", "C", "H", "C", "H", "C", "C", "H", "H", "C", "H", "H", "C", "N", "H", "C", "C", "C", "H", "H", "H", "C", "H", "H"], "xyz": [[7.30194, 3.52154, -6.82439], [2.93732, 1.12576, -3.82697], [-4.54537, -3.92139, -0.33351], [3.40707, 3.28269, -2.10361], [0.82845, 1.31091, 4.42893], [-1.96680, -4.32249, -0.27194], [5.56597, 2.10845, -5.98687], [-2.95812, -1.73669, 1.07773], [-1.47824, 2.11044, 4.14915], [-5.14605, 2.21111, 3.24273], [-4.86560, -2.70028, 1.80074], [2.31120, 3.68127, -2.06993], [0.36439, -0.60786, 3.64665], [-4.77551, -2.81807, 2.82922], [4.75391, 3.22547, -2.88379], [-5.97863, -0.43390, 3.26976], [6.25575, 4.82127, -3.91791], [-4.61139, -4.89104, -0.88376], [6.92738, 4.41082, -6.33722], [-5.84245, -1.44476, 0.46145], [6.31640, 4.93036, -7.04476], [-4.17008, -0.23084, 2.24319], [-1.23586, -3.81100, -0.91277], [-6.15043, -4.23041, 1.07236], [4.17961, 0.39800, -4.82431], [4.44569, 0.41450, -3.15141], [-2.12107, 0.36653, 3.13477], [-4.10785, 1.94884, 3.52112], [-3.05245, -2.90889, -1.26781], [-6.96192, -2.01819, 1.59641], [-1.20028, 1.16613, 3.80129], [-3.17359, -3.38473, -0.37707], [1.34123, -1.09901, 3.77177], [-1.42381, -3.17894, 1.78435], [-1.59210, -4.46635, 1.21523], [6.83483, 5.74229, -4.01746], [4.32540, 2.59762, -1.56111], [-3.42505, 2.69695, 3.16929], [1.68692, -2.70966, 2.42018], [5.56659, 4.41601, -2.79118], [0.07001, 0.68843, 4.01112], [-5.94874, -1.61706, 1.51614], [5.56027, 5.16214, -1.49736], [-5.21702, -3.24249, -0.84064], [4.79787, 2.30512, -4.02325], [-4.06596, 1.99985, 4.64640], [-0.59869, -1.34483, 2.99131], [-2.20558, -5.22871, -0.79068], [-3.56010, 0.66997, 2.91940], [-5.06119, -4.01203, 1.11302], [4.59546, 5.47643, -1.18183], [-4.58581, -4.79824, 1.62465], [0.91808, -3.38481, 2.66625], [6.17804, 6.04541, -1.52403], [1.03878, -4.25679, 2.04527], [-5.60687, -0.33052, 2.26257], [-1.78874, -0.84113, 2.70996], [-6.11149, 0.48592, 1.72251], [5.55819, 2.72817, -5.09209], [4.06415, 1.03213, -3.94361], [-0.39689, -2.76337, 2.44461], [6.03005, 4.48133, -0.73725], [-0.77178, -5.15092, 1.29354], [7.81499, 4.95318, -6.05238], [6.19906, 3.98091, -5.04667], [0.94933, -3.64329, 3.72400], [-2.42284, -4.96725, 1.79051]], "atomic_forces_ev_per_a": [[-0.09, -0.34, -0.26], [1.34, 0.22, 0.12], [-0.09, -1.04, 0.03], [-0.74, 0.60, -0.68], [0.29, 0.30, 0.45], [-1.41, 1.33, -0.06], [0.22, 0.27, 0.11], [0.57, 2.60, -1.50], [-0.33, 1.37, 0.39], [0.67, -0.31, -0.09], [-0.42, 0.23, 0.96], [0.02, -0.10, 0.14], [0.92, -1.06, -0.50], [-0.37, -0.14, -0.84], [0.20, -0.43, -0.68], [-0.03, 0.41, 0.50], [-0.68, -0.73, 0.04], [-0.12, 0.55, 0.64], [0.35, -1.22, 1.80], [0.12, 0.26, -0.69], [-0.51, 0.56, -0.20], [-0.37, 0.88, 1.93], [0.38, -0.24, 0.71], [0.66, -0.07, 0.07], [0.18, 0.42, -0.22], [0.07, -0.12, 0.77], [-0.39, 0.45, 0.34], [-0.57, -0.53, 0.65], [-0.16, 0.12, 0.15], [0.17, 0.08, 0.72], [-0.31, -0.87, -0.61], [0.27, -1.96, -1.11], [-0.45, 0.70, 0.29], [0.80, 0.22, 1.13], [-0.99, -1.51, -0.79], [-0.31, -0.25, 0.46], [0.62, -0.32, 0.32], [0.11, 0.85, -0.19], [1.00, 0.89, -0.13], [0.31, 0.89, 0.04], [0.26, -0.20, -0.03], [1.05, -1.36, -0.58], [1.70, -0.96, 0.31], [0.11, 0.32, -0.44], [0.66, 0.83, 0.10], [0.11, -0.43, -1.05], [0.35, -1.25, -0.69], [-0.04, -0.86, 0.14], [-0.16, 0.55, 0.52], [-1.58, 1.00, -1.09], [-0.98, 0.00, 0.33], [0.61, -0.78, 0.98], [-1.24, -1.19, 0.13], [0.23, 0.23, -0.27], [0.13, -0.45, 0.05], [-0.78, -0.53, -1.16], [0.21, -0.31, 1.01], [0.09, -0.08, 0.45], [-1.28, -0.38, 0.80], [-1.53, -0.86, -0.70], [-1.03, 1.92, -0.08], [-0.62, 0.59, -0.36], [0.79, -0.15, 0.17], [0.09, 0.68, -0.11], [0.89, 0.49, -1.95], [0.40, -0.19, 0.07], [0.64, 0.40, -0.72]]}